Entry 1
This record from the Open Molecules 2025 dataset describes 10 unconnected molecules or ions with the total composition H20O10. The level of theory is wB97M-V/def2-TZVPD.

Calculated values
HOMO in Ha: -0.38970
Frontier orbital gap in eV: 10.3
LUMO level in eV: -0.35
Multiplicity: 1

Last column: Mulliken charge in e.
Cartesian coordinates (Å):
O1 3.50 3.40 -0.89  -0.6163
O2 -0.55 3.17 -0.64  -0.6115
O3 -2.33 -0.51 -3.25  -0.6088
O4 -4.06 -2.49 0.90  -0.6392
O5 3.98 -2.19 0.18  -0.5798
O6 -4.32 0.56 -0.17  -0.5448
O7 1.01 -0.56 -0.35  -0.5888
O8 -2.10 1.23 1.95  -0.6199
O9 2.44 -0.47 3.98  -0.6311
O10 3.18 -2.41 -2.42  -0.6276
H1 -5.06 0.33 0.26  0.2952
H2 2.41 -3.06 -2.20  0.3291
H3 1.74 -0.40 0.23  0.3091
H4 -1.47 -0.66 -3.57  0.3176
H5 0.32 -0.03 0.08  0.2799
H6 -2.27 1.56 1.11  0.3504
H7 -3.38 -2.23 0.19  0.3375
H8 3.57 -1.54 -0.33  0.2332
H9 -2.26 0.22 2.02  0.3039
H10 1.46 -0.39 4.21  0.3207
H11 -0.14 4.08 -0.69  0.2986
H12 2.76 4.12 -0.92  0.3032
H13 -0.84 2.99 0.26  0.3119
H14 4.26 3.96 -0.88  0.3147
H15 3.14 -2.66 0.35  0.3300
H16 -4.71 -3.09 0.53  0.3139
H17 -3.66 -0.05 0.21  0.1997
H18 2.73 -1.14 4.59  0.3145
H19 2.90 -1.52 -2.41  0.3111
H20 -2.24 -0.22 -2.32  0.2939

---

Entry 2
This record from the Open Molecules 2025 dataset describes 9 unconnected molecules or ions with the total composition H20O10. The level of theory is wB97M-V/def2-TZVPD.

Calculated values
HOMO in Ha: -0.27430
Frontier orbital gap in eV: 7.3
LUMO level in eV: -0.21
Multiplicity: 1

Last column: Mulliken charge in e.
Cartesian coordinates (Å):
O1 2.11 0.00 -1.04  -0.6451
O2 5.13 1.29 1.83  -0.6074
O3 -1.23 3.94 -0.20  -0.6276
O4 -0.98 -0.82 2.00  -0.4540
O5 -2.39 1.89 -3.35  -0.6255
O6 4.27 -2.99 -0.19  -0.6238
O7 0.20 -0.20 1.06  -0.5575
O8 -0.98 -0.55 5.15  -0.6238
O9 -2.10 -0.85 -2.87  -0.5514
O10 -3.56 -0.82 -0.63  -0.5274
H1 3.87 -3.91 0.00  0.3271
H2 -0.98 -1.01 4.27  0.3560
H3 1.69 -0.83 -1.50  0.2931
H4 -1.44 1.67 -3.43  0.3078
H5 -0.84 0.33 5.08  0.2861
H6 -2.43 -1.76 -2.96  0.2889
H7 5.96 0.91 2.16  0.3175
H8 5.04 1.12 0.96  0.2881
H9 -1.24 -1.73 2.07  0.2147
H10 0.91 -0.37 0.42  0.2745
H11 3.72 -2.74 -0.94  0.2978
H12 -0.55 0.28 0.54  0.3252
H13 -1.48 -0.92 -2.18  0.2458
H14 -2.66 2.22 -4.27  0.3074
H15 -0.91 4.51 -0.92  0.3079
H16 -4.28 -0.27 -0.62  0.2573
H17 -3.83 -1.71 -0.34  0.2986
H18 -1.81 -0.35 2.20  0.2511
H19 2.79 0.15 -1.72  0.2771
H20 -1.99 3.52 -0.59  0.3214

---

Most stable: entry 1 (next structure +434.2 kJ/mol)

---

Entry 1
This record from the Open Molecules 2025 dataset describes 10 unconnected molecules or ions with the total composition H20O10. The level of theory is wB97M-V/def2-TZVPD.

Calculated values
HOMO in Ha: -0.35381
Frontier orbital gap in eV: 8.9
LUMO level in eV: -0.74
Multiplicity: 1

Last column: Mulliken charge in e.
Cartesian coordinates (Å):
O1 -0.82 -1.86 3.05  -0.5903
O2 0.02 0.03 1.16  -0.6030
O3 -1.35 1.89 -0.12  -0.5649
O4 1.11 -2.23 -1.49  -0.5553
O5 -1.20 4.12 1.81  -0.5842
O6 -1.09 2.70 -2.84  -0.6410
O7 3.87 -2.51 2.63  -0.6204
O8 0.49 -3.22 -2.84  -0.6084
O9 1.95 2.82 -0.11  -0.5886
O10 -2.04 -2.24 -0.75  -0.6198
H1 3.05 -2.81 2.27  0.2828
H2 -1.65 -1.76 -1.47  0.2840
H3 -1.78 3.45 1.67  0.2795
H4 0.27 -2.94 -3.80  0.2827
H5 -0.17 2.23 -2.97  0.2995
H6 -0.02 -2.12 2.47  0.3148
H7 0.03 0.71 0.53  0.2152
H8 -1.14 -1.02 2.71  0.3504
H9 -1.57 2.82 -0.23  0.2779
H10 3.64 -2.67 3.60  0.3383
H11 0.76 -1.48 -1.88  0.3293
H12 -0.86 -0.48 1.03  0.2726
H13 -1.47 2.41 -1.96  0.3632
H14 2.30 2.55 -0.89  0.2945
H15 -1.02 4.67 1.02  0.3178
H16 0.99 2.67 -0.07  0.3179
H17 -0.21 -2.98 -2.26  0.3486
H18 -1.95 1.51 0.47  0.2469
H19 1.15 -1.96 -0.58  0.2191
H20 -1.29 -2.32 -0.15  0.3409

---

Entry 2
This record from the Open Molecules 2025 dataset describes 10 unconnected molecules or ions with the total composition H20O10. The level of theory is wB97M-V/def2-TZVPD.

Calculated values
HOMO in Ha: -0.37644
Frontier orbital gap in eV: 10.1
LUMO level in eV: -0.11
Multiplicity: 1

Last column: Mulliken charge in e.
Cartesian coordinates (Å):
O1 -0.15 -2.16 3.07  -0.6563
O2 -2.42 -2.07 1.29  -0.5888
O3 -3.38 -0.12 -0.24  -0.5701
O4 3.44 2.07 -3.59  -0.6026
O5 -1.90 -0.35 -3.48  -0.5855
O6 0.20 3.50 1.17  -0.6102
O7 0.52 0.77 -0.38  -0.5684
O8 5.94 -0.23 -0.96  -0.6308
O9 -0.10 -2.98 0.61  -0.6436
O10 -2.61 1.07 3.13  -0.5737
H1 -2.74 -2.85 1.82  0.3138
H2 6.53 0.33 -0.45  0.3221
H3 3.25 2.74 -4.20  0.3002
H4 -2.53 0.14 -0.75  0.2593
H5 -1.55 -0.05 -2.65  0.2740
H6 4.33 2.35 -3.41  0.3060
H7 -0.20 -2.81 -0.26  0.2947
H8 -2.47 -2.47 0.46  0.2642
H9 -0.33 -2.69 2.26  0.4750
H10 -0.91 -3.50 0.76  0.2771
H11 -4.11 -0.06 -0.82  0.2982
H12 -0.20 3.22 0.40  0.3157
H13 -1.97 1.04 3.85  0.2957
H14 0.58 0.50 0.60  0.3581
H15 1.09 3.62 0.73  0.2993
H16 1.11 1.48 -0.55  0.2247
H17 -2.90 1.96 3.19  0.2882
H18 0.48 -1.49 2.66  0.2608
H19 5.10 0.23 -1.01  0.3085
H20 -2.08 -1.19 -3.25  0.2944

---

Entry 3
This record from the Open Molecules 2025 dataset describes 10 unconnected molecules or ions with the total composition H20O10. The level of theory is wB97M-V/def2-TZVPD.

Calculated values
HOMO in Ha: -0.33930
Frontier orbital gap in eV: 9.1
LUMO level in eV: -0.11
Multiplicity: 1

Last column: Mulliken charge in e.
Cartesian coordinates (Å):
O1 -2.35 -0.23 1.52  -0.4540
O2 -2.18 0.15 -0.50  -0.5183
O3 2.68 -1.06 3.74  -0.6234
O4 2.20 0.77 -4.10  -0.6328
O5 -2.37 1.90 1.66  -0.6325
O6 4.04 0.33 -1.04  -0.6175
O7 0.80 0.21 -0.13  -0.5947
O8 -0.09 -2.70 -1.48  -0.5436
O9 -3.12 -2.33 -2.74  -0.6429
O10 0.47 2.42 2.58  -0.6412
H1 0.38 1.54 2.95  0.3275
H2 -1.47 2.12 1.39  0.3214
H3 -3.96 -1.99 -2.41  0.3181
H4 1.91 0.31 -3.31  0.2827
H5 -2.85 0.84 -0.54  0.2411
H6 2.38 1.66 -3.80  0.3345
H7 3.42 1.07 -0.97  0.2735
H8 -2.92 2.28 0.97  0.2801
H9 -2.46 -1.91 -2.18  0.3311
H10 -1.42 0.59 -0.10  0.3009
H11 2.70 -1.64 4.50  0.3085
H12 0.08 -3.64 -1.58  0.2810
H13 4.05 0.12 -1.98  0.3449
H14 1.63 0.12 0.36  0.3161
H15 -2.55 -1.11 1.85  0.2004
H16 0.79 2.26 1.68  0.3037
H17 2.82 -0.18 4.11  0.3221
H18 1.09 0.35 -1.04  0.2393
H19 -1.04 -2.61 -1.62  0.2543
H20 -2.65 0.36 2.23  0.3196

---

Most stable: entry 3 (next structure +7.6 kJ/mol)

---

Entry 1
This record from the Open Molecules 2025 dataset describes 10 unconnected molecules or ions with the total composition H20O10. The level of theory is wB97M-V/def2-TZVPD.

Calculated values
HOMO in Ha: -0.36550
Frontier orbital gap in eV: 10.1
LUMO level in eV: 0.20
Multiplicity: 1

Last column: Mulliken charge in e.
Cartesian coordinates (Å):
O1 2.16 -1.97 0.23  -0.6480
O2 -0.25 -2.22 1.34  -0.7541
O3 -1.85 0.86 2.61  -0.6804
O4 -2.32 2.67 0.39  -0.6280
O5 -2.73 -1.01 0.92  -0.5737
O6 1.15 1.47 -3.13  -0.6221
O7 -0.62 0.51 -0.06  -0.4883
O8 2.67 0.45 -1.07  -0.6648
O9 1.57 0.99 1.57  -0.6460
O10 -0.18 -1.29 -2.44  -0.6121
H1 -2.70 -0.81 -0.01  0.2610
H2 -2.13 1.70 2.21  0.3304
H3 3.63 0.35 -1.16  0.2932
H4 0.21 0.53 0.42  0.2717
H5 -0.88 -1.46 1.23  0.3778
H6 1.74 2.14 -3.37  0.2664
H7 -0.78 -1.99 -2.79  0.2650
H8 1.55 0.92 -2.46  0.4019
H9 2.52 -0.16 -0.37  0.3280
H10 1.23 -1.98 0.57  0.4167
H11 -1.70 1.99 0.15  0.3703
H12 2.65 -2.23 0.99  0.2617
H13 -0.41 -0.20 -0.68  0.2573
H14 2.07 0.55 2.26  0.2726
H15 2.15 1.29 0.90  0.3238
H16 -0.26 -0.59 -3.02  0.3090
H17 -2.20 0.21 1.99  0.4195
H18 -2.68 2.89 -0.43  0.3116
H19 -0.03 -2.21 2.26  0.3465
H20 -3.56 -1.40 0.97  0.2330

---

Entry 2
This record from the Open Molecules 2025 dataset describes 10 unconnected molecules or ions with the total composition H20O10. The level of theory is wB97M-V/def2-TZVPD.

Calculated values
HOMO in Ha: -0.35560
Frontier orbital gap in eV: 9.1
LUMO level in eV: -0.55
Multiplicity: 1

Last column: Mulliken charge in e.
Cartesian coordinates (Å):
O1 -1.41 -4.49 3.77  -0.5989
O2 -5.25 -6.90 -2.20  -0.6635
O3 -3.28 -6.49 1.23  -0.5172
O4 0.09 -7.22 -0.27  -0.6481
O5 -4.19 -8.55 -0.33  -0.6606
O6 -1.32 -7.15 2.99  -0.6139
O7 -6.16 -6.10 0.51  -0.6333
O8 -1.61 -3.89 0.79  -0.5963
O9 -5.43 -4.75 2.73  -0.6327
O10 -4.15 -4.80 5.08  -0.5963
H1 -1.98 -6.80 2.40  0.4040
H2 -5.00 -7.38 -1.41  0.3120
H3 -0.64 -6.61 -0.14  0.2795
H4 -5.89 -3.91 2.76  0.2850
H5 -4.42 -3.89 5.01  0.2636
H6 -0.65 -3.94 0.80  0.3135
H7 -3.74 -7.19 0.78  0.4017
H8 -2.15 -4.91 3.31  0.2489
H9 -3.45 -9.10 -0.56  0.2722
H10 -4.86 -9.15 -0.01  0.3159
H11 -4.42 -5.19 4.24  0.3771
H12 -5.89 -6.19 -0.41  0.3315
H13 -1.68 -7.98 3.29  0.2715
H14 -6.95 -6.64 0.58  0.2757
H15 -5.65 -5.11 1.87  0.3274
H16 -6.06 -7.33 -2.50  0.3269
H17 0.57 -7.21 0.56  0.3335
H18 -1.04 -5.19 4.31  0.3184
H19 -3.97 -5.95 1.60  0.2298
H20 -1.88 -4.63 0.24  0.2727

---

Most stable: entry 1 (next structure +38.3 kJ/mol)